21
Properties=species:S:1:pos:R:3 method="wB97M-V/def2-TZVPD" homo_ha=-0.3284 total_energy_ha=-386.48194 smiles="C/C=C/C.O.O.O" homo_lumo_gap_ev=9.624 de_lowest_kcal_mol=28.1
C -1.82876 0.97738 1.70272
C -1.33434 0.59662 0.30808
C -1.53942 -0.64874 -0.14710
C -1.40140 -1.05168 -1.60695
H -2.79971 0.53401 1.91943
H -1.12647 0.50206 2.40190
H -1.84888 2.06072 1.73674
H -0.94494 1.31751 -0.38912
H -1.96659 -1.41919 0.47969
H -0.38858 -1.26132 -1.94177
H -1.85100 -2.03423 -1.82402
H -1.88625 -0.27962 -2.19769
O 1.59108 -0.91299 1.34609
H 2.07801 -1.66418 1.69858
H 1.65959 -0.93260 0.36971
O 1.46103 1.71363 -0.19259
H 0.97527 2.54090 -0.19784
H 1.02254 1.19791 0.48804
O 1.90048 -0.74987 -1.37360
H 2.79630 -0.44486 -1.17595
H 1.58359 0.17565 -1.39543

***

74
Properties=species:S:1:pos:R:3 method="wB97M-V/def2-TZVPD" homo_ha="-0.3734 / -0.3734" total_energy_ha=-5488.46052 homo_lumo_gap_ev="6.188 / 6.187" de_lowest_kcal_mol=27.8 total_charge=+1
Os 0.25757 -0.40562 0.48013
Cl -2.50843 -1.83501 6.63451
C -2.03104 -1.05266 5.16979
C -2.19519 0.29687 5.02816
C -1.82039 0.96505 3.84066
I -2.10597 3.00659 3.62354
C -1.26623 0.25615 2.80591
O -0.91820 0.76562 1.62358
C -1.08678 -1.12347 2.96812
N -0.53512 -1.73277 1.88472
C -0.37174 -3.04139 1.87959
C -0.71780 -3.81321 2.99825
C -1.25683 -3.21686 4.10796
C -1.46936 -1.82148 4.11872
H -2.62845 0.86491 5.83983
H 0.02254 -3.48175 0.97119
H -0.56533 -4.88189 2.96115
H -1.53379 -3.80566 4.97196
C 4.97356 -0.86375 0.20578
C 4.08633 0.19545 0.84659
O 4.84919 1.18855 1.53404
P 2.99552 -0.48230 2.13719
O 3.79722 -0.51680 3.48428
O 2.74201 -2.01983 1.83196
O 1.66470 0.18653 2.15178
P 3.03435 1.03281 -0.42691
O 2.42673 2.28587 0.35188
O 3.84313 1.36557 -1.59998
O 1.77978 0.12634 -0.66065
H 5.56315 -1.38819 0.96040
H 5.65370 -0.37049 -0.48957
H 4.38662 -1.57854 -0.37141
H 5.54152 1.51001 0.94083
H 4.24908 0.30763 3.72172
H 3.48057 -2.61825 2.01186
H 3.00875 3.05613 0.31502
C -1.29093 0.05246 -2.84637
As -0.93513 0.94814 -1.18577
C -2.59275 1.69699 -0.54632
C 0.06932 2.54356 -1.69595
C -0.71070 3.34824 -2.69618
C -1.59641 4.34061 -2.28262
C -2.32368 5.06832 -3.21184
C -2.17190 4.81516 -4.56799
C -1.28048 3.83910 -4.99007
C -0.55338 3.11217 -4.05985
H -1.84826 0.74377 -3.47677
H -1.85362 -0.85954 -2.66966
H -0.34047 -0.19425 -3.31759
H -3.15584 2.04471 -1.41113
H -2.35706 2.52982 0.11130
H -3.15843 0.96069 0.00797
H 1.01806 2.20351 -2.10811
H 0.26781 3.09765 -0.78043
H -1.70585 4.55695 -1.22632
H -3.00330 5.84084 -2.87731
H -2.73633 5.38512 -5.29346
H -1.14402 3.64923 -6.04635
H 0.15249 2.36088 -4.39552
C 1.76356 -2.62141 -1.62017
C 0.27767 -2.72110 -1.45552
C -0.51793 -3.71095 -1.96265
C -1.84422 -3.47203 -1.52332
C -1.82439 -2.33549 -0.76151
C -3.00589 -1.68723 -0.11092
N -0.52257 -1.85020 -0.71658
H 2.10629 -3.54939 -2.07580
H 2.28661 -2.51412 -0.66666
H 2.07474 -1.79439 -2.25941
H -0.16634 -4.52835 -2.57236
H -2.72038 -4.06377 -1.73538
H -3.69420 -2.45997 0.23200
H -3.56490 -1.06017 -0.80873
H -2.74256 -1.07576 0.75080

***

62
Properties=species:S:1:pos:R:3 method="wB97M-V/def2-TZVPD" homo_ha=-0.1574 total_energy_ha=-1562.41301 homo_lumo_gap_ev=7.207 total_charge=-1
C 6.98113 -0.57314 1.14467
C 5.86863 -1.44507 0.58830
O 4.62715 -0.96029 1.03409
C 3.56833 -1.01577 0.06175
C 2.83690 -2.34392 -0.02669
Al 0.88643 -2.06947 -0.49901
S -0.08729 -1.00496 1.33583
C 0.79665 -0.85838 -2.13558
C 0.15008 0.49738 -1.84269
C -0.07862 1.41024 -3.06203
C -1.29384 2.33792 -2.94645
C -1.06156 3.60784 -2.12040
C -0.94054 3.45686 -0.59473
C -2.26142 3.45981 0.17744
C -3.07813 2.15254 0.11171
C -3.13460 1.41825 1.45823
C -4.21035 2.02974 2.34985
O -4.07976 1.75525 3.73411
C -2.87997 2.23472 4.30329
B -0.17025 -3.95165 -0.73809
O -0.37722 -4.50024 -2.01936
C -0.68153 -4.89524 0.44074
C -2.07145 -5.48606 0.16699
H 7.94841 -1.07485 1.05934
H 6.79223 -0.37078 2.19988
H 7.03691 0.37918 0.61496
H 6.01345 -2.48506 0.91353
H 5.90005 -1.44803 -0.50937
H 2.90359 -0.19245 0.34262
H 3.98700 -0.75551 -0.92085
H 2.89409 -2.84448 0.94561
H 3.31511 -2.98790 -0.77589
H 0.75423 0.02880 1.48774
H 1.82625 -0.69017 -2.48229
H 0.25508 -1.34722 -2.95858
H 0.78418 1.01885 -1.11825
H -0.81470 0.33746 -1.34882
H 0.81883 2.01053 -3.25650
H -0.21681 0.77122 -3.94059
H -1.60069 2.64575 -3.95226
H -2.13166 1.76379 -2.54202
H -0.14241 4.07345 -2.49308
H -1.86917 4.32131 -2.32561
H -0.35964 2.57002 -0.33245
H -0.35939 4.31373 -0.23674
H -2.04619 3.67805 1.22928
H -2.85895 4.30572 -0.18117
H -4.10142 2.37667 -0.21008
H -2.64200 1.47322 -0.61823
H -3.35384 0.36418 1.28410
H -2.15383 1.48080 1.93321
H -4.26503 3.11858 2.18874
H -5.18279 1.61864 2.06900
H -3.09837 2.54423 5.32676
H -2.10426 1.46390 4.32227
H -2.48891 3.09787 3.75226
H -0.80087 -3.87100 -2.60796
H 0.03858 -5.71519 0.58284
H -0.69546 -4.32731 1.37520
H -2.81046 -4.69380 0.01709
H -2.05968 -6.08898 -0.74259
H -2.42023 -6.11962 0.98695

***

50
Properties=species:S:1:pos:R:3 method="wB97M-V/def2-TZVPD" homo_ha=-0.4188 total_energy_ha=-1827.50800 homo_lumo_gap_ev=5.276 total_charge=+1
C 1.36803 -0.24088 -0.87949
C 1.44264 0.97718 -0.75099
C 1.60216 2.49093 -0.27106
S 0.03230 3.48262 -0.43696
Cl -0.13777 4.42988 1.41136
B -1.48743 2.37340 -0.72596
N -1.95140 1.29601 0.16181
O -2.20749 2.60624 -1.92813
H 0.88404 -1.25990 -0.91290
H 2.38653 2.98636 -0.91497
H 1.94572 2.47342 0.81539
H -2.62565 1.62344 0.86439
H -1.14708 0.83904 0.61092
H -1.77959 2.10828 -2.66623
C 0.28322 -3.14963 1.91283
C 1.02908 -4.04824 2.66693
C 0.85885 -5.41600 2.48749
C -0.05101 -5.88589 1.54640
C -0.79440 -4.98790 0.78956
C -0.63109 -3.61978 0.97504
H 0.41393 -2.08152 2.05577
H 1.74350 -3.68202 3.39615
H 1.43578 -6.11655 3.08031
H -0.18009 -6.95266 1.40337
H -1.50263 -5.35477 0.05484
H -1.21576 -2.91899 0.38794
C 0.72137 3.23650 -6.03331
C 0.59309 2.91062 -4.68873
C 0.90856 1.63271 -4.24641
C 1.36580 0.67795 -5.14754
C 1.49872 1.00283 -6.49245
C 1.17206 2.28092 -6.93666
H 0.47124 4.23368 -6.37724
H 0.24409 3.65651 -3.98043
H 0.79855 1.38746 -3.19385
H 1.61789 -0.31840 -4.80167
H 1.85629 0.25962 -7.19612
H 1.27084 2.53177 -7.98634
C -0.67376 1.28730 3.33605
C -2.00462 1.14061 3.71221
C -2.35087 0.22826 4.70155
C -1.36484 -0.53106 5.32201
C -0.03395 -0.38183 4.94866
C 0.31188 0.52399 3.95290
H -0.40384 1.99715 2.56085
H -2.77388 1.73824 3.23308
H -3.38878 0.10916 4.99028
H -1.63438 -1.23920 6.09701
H 0.73444 -0.97305 5.43413
H 1.34972 0.63618 3.65817

***

59
Properties=species:S:1:pos:R:3 method="wB97M-V/def2-TZVPD" homo_ha=-0.0437 total_energy_ha=-4306.53092 homo_lumo_gap_ev=2.377 de_lowest_kcal_mol=71.2 total_charge=-1
C 0.11245 -0.16677 -0.43527
Zr 0.06422 -2.72527 -3.49795
C 0.13921 -1.15774 -5.02609
C -1.58814 -4.16399 -2.28736
C -2.22980 -2.88216 -2.27100
C -2.44699 -2.47964 -3.62697
C -1.91194 -3.50141 -4.49707
C -1.38509 -4.55341 -3.66091
C 1.97759 -3.46216 -1.80899
C 2.55312 -2.47082 -2.66190
C 2.44043 -2.92868 -4.01966
C 1.76457 -4.20792 -4.01162
C 1.50634 -4.53784 -2.63204
H 0.02743 -1.27981 -0.51029
H 1.09807 0.02988 -0.93527
H -0.69987 0.26675 -1.07225
H 0.17801 -1.64285 -6.01216
H -0.74302 -0.50340 -5.02530
H 1.01935 -0.50462 -4.95472
H -1.38353 -4.76877 -1.40240
H -2.61619 -2.37154 -1.38124
H -2.98390 -1.58000 -3.93605
H -1.94411 -3.50266 -5.58657
H -0.99492 -5.50874 -4.00533
H 2.01121 -3.45783 -0.71374
H 3.09160 -1.58076 -2.32179
H 2.84093 -2.41828 -4.89794
H 1.58558 -4.84477 -4.87780
H 1.11209 -5.48320 -2.25738
O -2.09148 4.98747 1.26090
C -1.01188 4.60806 1.46656
Co 0.57254 4.00272 1.76220
C 1.31507 4.45473 0.25882
O 1.72292 4.81291 -0.76079
C 1.13035 5.21377 2.91712
O 1.42339 6.12309 3.58888
C 0.03317 2.29554 2.59725
C -1.03987 2.31785 3.63199
C -1.01097 3.28778 4.63650
C -2.08397 3.44578 5.50548
C -3.18854 2.58874 5.44480
C -3.17771 1.56074 4.48500
C -2.10550 1.40100 3.61214
C 0.47865 1.37844 1.64513
C -0.02495 0.16012 1.00934
Co 1.83312 2.02279 2.58902
C 2.36980 3.03915 3.94215
O 2.87376 3.57500 4.82853
C 2.91652 2.58124 1.30807
O 3.77785 2.73536 0.56216
C 2.66523 0.54000 3.13106
O 3.18748 -0.44458 3.44886
H -0.15969 3.95398 4.73589
H -2.07741 4.23892 6.24927
H -4.05450 2.71758 6.11769
H -4.01664 0.87326 4.42403
H -2.10498 0.58427 2.89730
H 0.33491 -0.69385 1.66187
H -1.08138 0.02653 1.36983